Record 1
Here is a 9-piece molecular cluster, C27H72O9 overall from the OMol25 dataset. Energies are from ωB97M-V with the def2-TZVPD basis set.

Positions of all 108 atoms, in Å:
C (-8.900, 0.879, 0.210)
C (-7.634, 0.531, 0.982)
C (-6.930, -0.618, 0.377)
O (-6.791, 1.633, 1.044)
H (-8.673, 1.644, -0.533)
H (-9.621, 1.298, 0.911)
H (-9.402, 0.008, -0.213)
H (-7.963, 0.187, 1.963)
H (-6.388, -0.316, -0.519)
H (-7.648, -1.397, 0.121)
H (-6.192, -1.098, 1.019)
H (-7.058, 2.192, 1.778)
C (-0.580, -0.780, 2.176)
C (-0.386, -0.417, 0.717)
C (-1.758, -0.163, 0.076)
O (0.337, 0.752, 0.700)
H (-1.422, -1.451, 2.348)
H (-0.632, 0.146, 2.749)
H (0.361, -1.284, 2.398)
H (0.053, -1.194, 0.091)
H (-2.265, 0.670, 0.562)
H (-2.289, -1.114, 0.115)
H (-1.691, 0.062, -0.989)
H (-0.104, 1.473, 1.156)
C (-6.653, 4.453, -5.007)
C (-5.166, 4.333, -4.539)
C (-4.933, 3.190, -3.612)
O (-4.330, 4.359, -5.723)
H (-6.672, 5.442, -5.464)
H (-7.450, 4.479, -4.264)
H (-6.918, 3.689, -5.739)
H (-4.963, 5.255, -3.995)
H (-3.894, 3.218, -3.284)
H (-5.083, 2.235, -4.116)
H (-5.573, 3.265, -2.733)
H (-3.822, 5.173, -5.707)
C (5.300, -2.567, 4.336)
C (6.632, -1.954, 4.022)
C (7.570, -2.017, 5.142)
O (7.174, -2.576, 2.885)
H (4.699, -2.608, 3.428)
H (4.821, -1.960, 5.104)
H (5.386, -3.590, 4.702)
H (6.499, -0.898, 3.788)
H (7.145, -1.761, 6.112)
H (8.421, -1.337, 5.181)
H (7.883, -3.046, 5.316)
H (8.034, -2.281, 2.578)
C (-0.013, 5.999, -1.328)
C (-1.216, 6.666, -0.632)
C (-1.059, 6.652, 0.896)
O (-1.103, 8.008, -0.963)
H (-0.192, 4.981, -0.984)
H (0.987, 6.210, -0.948)
H (-0.038, 5.883, -2.411)
H (-2.048, 6.172, -1.134)
H (-1.970, 6.535, 1.483)
H (-0.389, 7.413, 1.297)
H (-0.378, 5.821, 1.084)
H (-0.211, 8.203, -1.258)
C (-2.787, -0.782, -6.558)
C (-2.070, -1.714, -7.572)
C (-2.285, -3.140, -7.050)
O (-2.566, -1.687, -8.802)
H (-2.963, 0.207, -6.980)
H (-2.290, -0.539, -5.619)
H (-3.786, -1.130, -6.293)
H (-1.002, -1.539, -7.701)
H (-1.832, -3.867, -7.724)
H (-3.310, -3.510, -7.053)
H (-1.786, -3.218, -6.084)
H (-2.283, -0.895, -9.266)
C (2.951, -3.112, 10.076)
C (2.166, -2.460, 8.958)
C (1.982, -3.563, 7.885)
O (0.825, -2.179, 9.282)
H (3.972, -3.271, 9.727)
H (2.508, -3.992, 10.542)
H (3.115, -2.419, 10.900)
H (2.691, -1.590, 8.561)
H (1.142, -4.240, 8.037)
H (2.838, -4.224, 8.021)
H (1.939, -3.129, 6.886)
H (0.806, -2.071, 10.235)
C (3.943, -6.793, -1.312)
C (4.076, -5.245, -1.074)
C (3.007, -4.593, -0.287)
O (5.272, -5.135, -0.358)
H (4.701, -7.127, -2.021)
H (2.967, -7.059, -1.718)
H (4.004, -7.456, -0.449)
H (4.126, -4.702, -2.018)
H (3.314, -3.553, -0.175)
H (2.805, -5.200, 0.595)
H (2.006, -4.503, -0.710)
H (5.239, -4.720, 0.507)
C (4.731, 2.641, -3.238)
C (4.409, 1.389, -2.504)
C (4.780, 1.486, -1.035)
O (3.069, 1.103, -2.546)
H (5.763, 2.990, -3.236)
H (4.114, 3.420, -2.790)
H (4.348, 2.568, -4.256)
H (4.990, 0.603, -2.986)
H (4.137, 2.045, -0.354)
H (5.786, 1.896, -0.941)
H (4.840, 0.517, -0.540)
H (2.695, 0.812, -1.711)

Summary:
HOMO energy	-9.920	eV
Kohn-Sham gap	10.22	eV
structure (SMILES)	CC(C)O.CC(C)O.CC(C)O.CC(C)O.CC(C)O.CC(C)O.CC(C)O.CC(C)O.CC(C)O
lowest unoccupied orbital energy	0.3	eV
2S+1	1
net charge	0

---

Record 2
Here is C4H8N2O2 as an isolated structure from the OMol25 dataset. Energies are from ωB97M-V with the def2-TZVPD basis set.

Positions of all 16 atoms, in Å:
C (0.369, 0.218, -0.453)
C (0.001, -1.056, 1.078)
C (1.806, 0.319, -0.840)
N (-1.772, 0.015, -0.987)
N (-0.320, 1.300, 0.079)
C (-1.604, 0.633, 0.300)
O (-0.447, -0.344, -1.387)
O (-2.458, 0.945, 1.085)
H (-2.314, -0.843, -0.980)
H (0.076, 1.757, 0.886)
H (2.099, -0.570, -1.397)
H (-0.898, -1.643, 1.259)
H (0.333, -0.575, 1.998)
H (0.760, -1.777, 0.768)
H (2.418, 0.416, 0.058)
H (1.951, 1.205, -1.466)

Summary:
HOMO energy	-8.473	eV
Kohn-Sham gap	9.28	eV
lowest unoccupied orbital energy	0.8	eV
2S+1	1
net charge	0

---

Record 3
Here is a 2-piece molecular cluster, C2H2NO3 overall from the OMol25 dataset. Energies are from ωB97M-V with the def2-TZVPD basis set.

Positions of all 8 atoms, in Å:
C (-1.244, -0.728, 0.558)
C (1.059, 0.824, 0.097)
N (1.543, 0.391, -0.893)
O (1.154, 1.100, 1.273)
O (1.333, 0.645, -2.179)
O (-2.078, -0.713, 1.313)
H (-0.177, -0.614, 0.425)
H (-1.590, -0.905, -0.593)

Summary:
HOMO energy	-2.826	eV
Kohn-Sham gap	6.80	eV
lowest unoccupied orbital energy	4.0	eV
2S+1	1
net charge	-1

---

Record 4
Here is a 2-piece molecular cluster, C6H9OP overall from the OMol25 dataset. Energies are from ωB97M-V with the def2-TZVPD basis set.

Positions of all 17 atoms, in Å:
C (-1.663, -0.702, -1.946)
C (-0.786, -1.655, -1.394)
C (-1.899, 0.461, -1.274)
C (-1.335, 0.843, -0.104)
C (0.014, -1.466, -0.236)
C (2.245, 1.215, 1.544)
O (-0.274, -0.378, 2.183)
P (0.027, 0.063, 0.648)
H (-2.193, -0.772, -2.838)
H (-0.652, -2.664, -1.759)
H (-2.534, 1.068, -1.771)
H (-1.778, 1.759, 0.238)
H (0.662, -2.206, 0.194)
H (2.683, 2.102, 0.946)
H (1.563, 1.519, 2.385)
H (2.967, 0.385, 1.828)
H (-1.107, -0.691, 2.201)

Summary:
HOMO energy (alpha / beta)	-7.241 / -7.217	eV
Kohn-Sham gap (alpha / beta)	6.86 / 6.94	eV
lowest unoccupied orbital energy (alpha / beta)	-0.4 / -0.3	eV
2S+1	1
net charge	0

---

Record 5
Here is C9H21ClGaI2N2O2P as an isolated structure from the OMol25 dataset. Energies are from ωB97M-V with the def2-TZVPD basis set.

Positions of all 39 atoms, in Å:
I (-0.151, -2.731, -1.075)
I (-0.151, 2.731, -1.036)
Ga (0.005, 0.001, -1.061)
P (0.153, 0.003, -3.439)
C (-1.464, -0.014, -4.288)
C (1.040, 1.431, -4.145)
H (1.994, -1.532, -3.580)
H (1.276, -1.223, -5.195)
H (0.472, -2.326, -4.031)
C (1.062, -1.415, -4.138)
H (1.983, 1.548, -3.604)
H (1.235, 1.248, -5.207)
H (-1.335, -0.015, -5.375)
H (-2.035, 0.870, -3.990)
H (0.450, 2.339, -4.019)
H (-2.015, -0.910, -3.985)
C (-1.845, -0.001, -1.001)
O (-2.999, -0.001, -0.964)
Cl (2.413, 0.014, -1.138)
C (2.485, -0.153, 2.060)
N (1.258, -0.085, 2.835)
C (1.463, -0.099, 4.283)
C (0.013, -0.009, 2.184)
O (-0.010, -0.004, 0.912)
N (-1.217, 0.072, 2.876)
C (-1.491, 0.090, 4.329)
C (-2.453, 0.158, 2.113)
H (3.398, -0.210, 2.696)
H (2.594, 0.769, 1.459)
H (2.483, -1.071, 1.441)
H (1.127, 0.865, 4.725)
H (1.009, -1.015, 4.721)
H (2.525, -0.166, 4.597)
H (-2.020, 1.031, 4.594)
H (-2.139, -0.773, 4.593)
H (-0.717, 0.038, 5.077)
H (-2.454, 1.076, 1.492)
H (-2.586, -0.758, 1.507)
H (-3.353, 0.228, 2.773)

Summary:
HOMO energy (alpha / beta)	-14.997 / -15.095	eV
Kohn-Sham gap (alpha / beta)	3.13 / 3.74	eV
lowest unoccupied orbital energy (alpha / beta)	-11.9 / -11.4	eV
2S+1	1
net charge	+2

---

Record 6
Here is a 2-piece molecular cluster, C22H47N3O3SSi overall from the OMol25 dataset. Energies are from ωB97M-V with the def2-TZVPD basis set.

Positions of all 77 atoms, in Å:
C (-3.374, -3.852, 2.457)
C (-1.997, -3.311, 3.145)
S (-2.466, -1.856, 4.192)
C (-2.259, -0.282, 3.255)
N (-2.853, -0.308, 1.852)
C (-4.209, 0.376, 1.821)
C (-4.738, 0.213, 0.321)
N (-5.034, -1.244, 0.124)
C (-6.449, -1.429, 0.648)
C (-5.141, -1.625, -1.298)
C (-4.485, -3.041, -1.694)
O (-5.719, -0.988, -2.184)
O (-3.954, 0.836, -0.687)
C (-2.524, 0.780, -0.504)
Si (-1.611, -0.453, -1.712)
C (0.111, 0.380, -2.034)
C (-1.242, -2.154, -0.916)
C (-2.474, -0.523, -3.413)
C (-1.979, 0.521, 0.967)
H (-4.218, -3.495, 3.143)
H (-3.532, -3.326, 1.447)
H (-3.399, -4.979, 2.362)
H (-1.317, -3.036, 2.271)
H (-1.561, -4.184, 3.718)
H (-2.844, 0.514, 3.837)
H (-1.195, 0.099, 3.175)
H (-2.901, -1.302, 1.577)
H (-4.075, 1.482, 2.071)
H (-4.886, -0.092, 2.604)
H (-5.761, 0.742, 0.303)
H (-6.765, -2.515, 0.678)
H (-6.616, -0.932, 1.649)
H (-7.152, -0.904, -0.095)
H (-5.237, -3.686, -2.240)
H (-3.515, -2.928, -2.265)
H (-4.214, -3.588, -0.721)
H (-2.115, 1.808, -0.818)
H (0.641, -0.155, -2.897)
H (0.736, 0.431, -1.089)
H (-0.093, 1.448, -2.392)
H (-0.249, -2.128, -0.338)
H (-1.048, -2.886, -1.780)
H (-2.098, -2.508, -0.254)
H (-1.732, -0.836, -4.228)
H (-2.801, 0.553, -3.653)
H (-3.417, -1.147, -3.455)
H (-1.731, 1.521, 1.468)
H (-0.970, -0.020, 0.888)
C (4.059, 2.081, 1.623)
C (4.466, 1.057, 0.536)
C (5.957, 0.679, 0.657)
C (6.916, 1.723, 0.099)
C (6.530, 2.079, -1.332)
C (5.066, 2.539, -1.454)
N (4.100, 1.590, -0.812)
O (3.968, 0.530, -1.640)
C (4.945, 3.954, -0.835)
C (4.743, 2.777, -2.950)
C (3.656, -0.205, 0.941)
H (4.326, 3.110, 1.407)
H (2.975, 2.076, 1.778)
H (4.528, 1.838, 2.580)
H (6.140, -0.261, 0.122)
H (6.215, 0.483, 1.702)
H (6.923, 2.610, 0.739)
H (7.932, 1.324, 0.111)
H (7.203, 2.858, -1.701)
H (6.703, 1.201, -1.970)
H (3.897, 4.254, -0.735)
H (5.432, 4.700, -1.470)
H (5.435, 4.051, 0.132)
H (4.908, 1.888, -3.563)
H (5.384, 3.558, -3.366)
H (3.705, 3.100, -3.081)
H (2.580, -0.043, 0.827)
H (3.841, -0.454, 1.991)
H (3.932, -1.086, 0.358)

Summary:
HOMO energy (alpha / beta)	-10.719 / -11.368	eV
Kohn-Sham gap (alpha / beta)	8.32 / 8.97	eV
<S²>	0.75
lowest unoccupied orbital energy (alpha / beta)	-2.4 / -2.4	eV
2S+1	2
net charge	+1

---

Calculated values (eV Å⁻¹) of largest force on an atom for the records, taken in order: 4.3, 4.2, 10.0, 5.4, 8.3, 4.1.